ORCA calculation (ωB97M-V with the def2-TZVPD basis set) on a molecular structure, C44H38CsN6O3SSbSe8.

XYZ file:
```
102
Properties=species:S:1:pos:R:3:lowdin_charge:R:1
Cs 0.9115 0.5798 -0.0653 0.73
Se 3.8036 -0.8103 -1.6284 0.44
Se 0.7225 -3.2737 -3.6861 0.46
C 1.1255 -3.7723 -1.9094 -0.82
C 1.2481 -5.1357 -1.5571 -0.14
C 1.5194 -5.4938 -0.2573 -0.10
C 1.6608 -4.5021 0.7153 -0.10
C 1.5156 -3.1947 0.3015 -0.20
N 1.2580 -2.8275 -0.9577 -0.06
C 2.9898 -0.0819 -3.2255 -0.67
C 3.5127 -0.3872 -4.4788 -0.12
C 2.9415 0.1961 -5.5886 -0.07
C 1.8675 1.0615 -5.4170 -0.07
C 1.4161 1.2917 -4.1331 -0.15
N 1.9591 0.7312 -3.0519 -0.01
H 1.1223 -5.8791 -2.3324 0.08
H 1.6146 -6.5416 0.0086 0.09
H 1.8933 -4.7239 1.7490 0.09
H 1.6210 -2.3849 1.0196 0.09
H 4.3501 -1.0652 -4.5554 0.10
H 3.3248 -0.0180 -6.5789 0.10
H 1.3966 1.5522 -6.2589 0.09
H 0.5878 1.9699 -3.9503 0.10
O -2.6486 7.4572 -1.2042 -0.06
C -2.0221 6.5771 -2.1327 -0.20
C -1.9430 5.1930 -1.5554 -0.19
C -2.0383 4.0765 -2.3707 -0.01
C -1.8396 2.8232 -1.8102 -0.12
N -1.5607 2.6327 -0.5266 0.09
C -1.4922 3.7072 0.2646 -0.21
C -1.6833 4.9989 -0.2067 0.05
C -1.1270 3.4760 1.6926 -0.22
C -1.7386 4.1922 2.7129 0.02
C -1.3222 3.9903 4.0233 -0.19
C -1.9766 4.7422 5.1549 -0.22
O -1.1070 5.0048 6.2432 -0.06
C -0.2965 3.0857 4.2496 0.01
C 0.2546 2.4146 3.1656 -0.15
N -0.1583 2.5909 1.9162 0.04
H -2.3893 8.3564 -1.4211 0.08
H -1.0028 6.9139 -2.3489 0.14
H -2.5752 6.5503 -3.0772 0.12
H -2.2412 4.1719 -3.4302 0.11
H -1.8982 1.9288 -2.4245 0.11
H -1.5855 5.8477 0.4553 0.12
H -2.5267 4.9006 2.4845 0.12
H -2.7954 4.1496 5.5686 0.13
H -2.4093 5.6710 4.7658 0.12
H -0.2832 5.3574 5.8888 0.09
H 0.0704 2.8930 5.2486 0.12
H 1.0556 1.6987 3.3157 0.07
Se 2.9578 -0.3537 4.7607 0.63
Se 1.6966 -2.1850 5.3348 0.62
C 0.0632 -1.9139 4.3425 -0.66
C -0.7942 -3.0058 4.2482 -0.12
C -2.0061 -2.8255 3.6051 -0.09
C -2.3078 -1.5812 3.0714 -0.07
C -1.3725 -0.5707 3.2105 -0.13
N -0.2131 -0.7245 3.8460 0.05
C 4.0510 -1.0475 3.3069 -0.66
C 4.9534 -0.1376 2.7774 -0.16
C 5.7402 -0.5653 1.7202 -0.10
C 5.5987 -1.8729 1.2762 -0.10
C 4.6452 -2.6778 1.8704 -0.15
N 3.8668 -2.2747 2.8817 0.02
H -0.5049 -3.9715 4.6446 0.10
H -2.6993 -3.6524 3.5054 0.10
H -3.2254 -1.4066 2.5278 0.10
H -1.5537 0.4175 2.8019 0.10
H 5.0041 0.8932 3.1037 0.07
H 6.4208 0.1374 1.2520 0.05
H 6.1675 -2.2286 0.4332 0.09
H 4.4690 -3.6866 1.5115 0.10
Se 7.4453 3.0779 0.3466 -0.31
Sb 5.2472 2.7969 -0.6490 -0.33
Se 5.7770 0.4026 -1.6924 0.05
Se 3.4539 2.4783 0.9889 -0.24
Se 4.6207 4.2061 -2.5098 -0.31
O -1.2511 -1.1847 0.0966 -0.71
S -1.2512 -1.7596 -1.2939 0.90
C -2.6964 -1.0451 -2.0922 -0.35
C -3.6332 -0.3577 -1.3381 -0.07
C -4.6781 0.2880 -1.9835 -0.09
C -4.7690 0.2533 -3.3696 -0.10
C -3.8074 -0.4166 -4.1165 -0.08
C -2.7555 -1.0619 -3.4804 -0.08
C -1.8833 -3.4364 -1.0808 -0.34
C -2.2496 -4.2390 -2.1533 -0.10
C -2.6385 -5.5459 -1.9092 -0.08
C -2.6505 -6.0466 -0.6118 -0.10
C -2.2694 -5.2369 0.4460 -0.08
C -1.8789 -3.9249 0.2115 -0.07
H -3.5050 -0.3154 -0.2637 0.11
H -5.4130 0.8350 -1.4055 0.10
H -5.5804 0.7678 -3.8700 0.09
H -3.8631 -0.4195 -5.1981 0.10
H -1.9618 -1.5491 -4.0395 0.08
H -2.1917 -3.8637 -3.1642 0.07
H -2.9134 -6.1830 -2.7407 0.10
H -2.9412 -7.0748 -0.4327 0.09
H -2.2487 -5.6283 1.4564 0.10
H -1.5528 -3.2755 1.0129 0.08
```

Output
HOMO energy ... -1.77 eV
Max |F| ... 0.72 eV/A
Frontier orbital gap ... 4.7812 eV
Charge ... -2
Total energy ... -22123.96321 Eh

ORCA calculation (ωB97M-V with the def2-TZVPD basis set) on a molecular structure, C4H7NO2.

XYZ file:
```
14
Properties=species:S:1:pos:R:3:lowdin_charge:R:1
C -1.4909 -0.8724 -0.1153 -0.09
C -0.6792 0.2124 -0.7576 0.04
C 0.0889 1.3033 -0.1106 -0.29
N 1.1571 0.7485 0.5566 0.02
C 1.8958 -0.9141 0.5208 -0.54
O 3.0770 -0.9867 0.7605 0.06
O 1.1623 -1.6328 -0.1861 -0.01
H -0.9289 -1.2067 0.7529 0.07
H -1.9566 -1.7939 -0.5051 0.11
H -2.3228 -0.4053 0.4302 0.09
H -0.9813 0.3830 -1.7828 0.11
H -1.2050 1.6029 0.3661 0.24
H 0.3139 2.1645 -0.7709 0.12
H 1.8699 1.3971 0.8413 0.08
```

Output
HOMO energy (alpha / beta) ... -9.15 / -9.15 eV
Max |F| ... 4.29 eV/A
Frontier orbital gap (alpha / beta) ... 7.3549 / 7.3533 eV
Total energy ... -361.66124 Eh

ORCA calculation (ωB97M-V with the def2-TZVPD basis set) on a single C15H12N2O3 molecule.

XYZ file:
```
32
Properties=species:S:1:pos:R:3:lowdin_charge:R:1
O -1.1809 -3.6245 1.1918 0.07
C -0.5430 -2.7103 0.7174 -0.50
N -0.9162 -2.1211 -0.4522 0.15
C -0.2561 -1.0691 -1.0788 -0.18
C 0.7005 -0.3382 -0.3762 -0.12
C 1.3726 0.7189 -0.9900 0.07
C 1.0560 1.0099 -2.2932 -0.20
C 0.0919 0.2794 -2.9902 -0.20
C -0.5771 -0.7664 -2.4077 0.08
H -1.3179 -1.3309 -2.9486 0.13
O -0.0285 0.7758 -4.2575 0.04
C 0.8896 1.8468 -4.3419 -0.15
O 1.5664 1.9830 -3.1113 0.04
H 0.3478 2.7783 -4.5708 0.14
H 1.6175 1.6440 -5.1436 0.14
H 2.1144 1.2911 -0.4596 0.13
C 0.9516 -0.6744 1.0766 -0.21
C 0.0673 0.2141 1.9246 -0.15
C -1.2096 -0.1461 2.3382 0.00
C -1.9600 0.7538 3.0783 -0.05
C -1.4080 1.9887 3.3777 -0.15
N -0.1925 2.3426 2.9966 0.06
C 0.5167 1.4800 2.2956 -0.10
H 1.5075 1.8168 2.0172 0.11
H -1.9532 2.7271 3.9504 0.10
H -2.9520 0.4963 3.4155 0.10
H -1.6194 -1.1164 2.1033 0.11
C 0.7362 -2.1688 1.3175 -0.04
H 0.7462 -2.3999 2.3835 0.14
H 1.5531 -2.7252 0.8473 0.14
H 1.9916 -0.4301 1.3179 0.15
H -1.7126 -2.5253 -0.9278 0.16
```

Output
HOMO energy ... -7.93 eV
Max |F| ... 1.27 eV/A
Frontier orbital gap ... 8.6054 eV
Total energy ... -914.05226 Eh

ORCA calculation (ωB97M-V with the def2-TZVPD basis set) on 10 unconnected molecules or ions with the total composition C40H64Cl6O17.

XYZ file:
```
127
Properties=species:S:1:pos:R:3:lowdin_charge:R:1
C 11.6218 24.2434 21.3499 0.08
C 10.6810 24.5367 22.2779 -0.24
C 9.6653 23.5422 22.7102 -0.31
O 8.8731 23.6910 23.6379 0.12
C 9.7142 22.3236 21.9853 -0.01
C 10.5918 22.0565 21.0136 -0.20
C 11.6362 23.0100 20.5519 -0.32
O 12.4161 22.8807 19.6132 0.12
O 10.5865 20.7788 20.4449 0.05
O 10.6383 25.7118 22.8867 0.10
H 12.4342 24.9507 21.2709 0.08
H 9.1175 21.5162 22.3834 0.11
H 9.7128 20.3813 20.4554 0.07
H 9.7568 25.8475 23.2419 0.08
C 6.5379 28.2103 24.9234 0.06
C 5.4253 28.6253 25.5671 -0.19
C 4.0291 28.2340 25.0926 -0.34
O 2.9451 28.5205 25.5212 0.14
C 4.1861 27.4480 23.8968 0.05
C 5.3426 27.0010 23.3003 -0.22
C 6.6713 27.2954 23.8329 -0.32
O 7.7353 26.8627 23.3963 0.11
O 5.2341 26.3352 22.1398 0.10
O 5.3551 29.4154 26.6424 0.12
H 7.4884 28.4738 25.3633 0.13
H 3.2289 27.2213 23.4508 0.14
H 6.1040 26.1332 21.7874 0.11
H 4.4565 29.4898 26.9720 0.12
C 12.1611 19.7545 25.2736 0.06
C 12.1676 19.9766 23.9778 -0.20
C 13.2137 20.8774 23.3207 -0.31
O 13.3617 21.0075 22.1464 0.15
C 14.0506 21.5606 24.3021 0.06
C 13.9779 21.3823 25.6176 -0.25
C 13.1259 20.3279 26.2102 -0.30
O 13.2584 19.9554 27.3761 0.12
O 14.6260 22.2110 26.4162 0.12
O 11.3105 19.4812 23.0420 0.08
H 11.4483 19.0836 25.7300 0.13
H 14.7994 22.2130 23.8778 0.10
H 15.0286 22.9003 25.8828 0.07
H 11.5146 19.8913 22.1983 0.07
C 15.3727 26.0540 21.1904 -1.41
Cl 17.1056 26.2983 20.7265 0.51
Cl 14.4664 25.8413 19.6352 0.52
Cl 14.5857 27.4886 21.9394 0.54
H 15.3088 25.1786 21.8368 0.01
C 5.7609 21.4481 20.8334 -1.46
Cl 4.6723 22.9499 20.8173 0.51
Cl 6.1733 21.0064 22.4212 0.64
Cl 7.2602 21.8505 20.0231 0.62
H 5.3446 20.6439 20.2268 0.03
C 8.8920 18.1035 18.1764 -0.06
C 7.6727 18.4594 18.9951 -0.30
O 7.9923 18.5242 20.3428 -0.22
C 8.0025 17.3571 21.1306 -0.26
C 6.6155 17.2035 21.7353 -0.07
H 9.5510 17.3928 18.6752 0.08
H 8.5996 17.6514 17.2287 0.08
H 9.5550 18.9668 18.1186 0.08
H 7.3873 19.4922 18.7949 0.07
H 6.8694 17.7313 18.8823 0.12
H 8.2699 16.4734 20.5511 0.12
H 8.7180 17.4203 21.9504 0.12
H 6.7463 16.4815 22.5413 0.08
H 5.7794 16.9990 21.0665 0.07
H 6.3815 18.2089 22.0854 0.03
C 9.1425 30.5506 23.2516 -0.06
C 10.0396 29.4436 23.7861 -0.30
O 11.3024 30.0215 23.9219 -0.17
C 12.3033 29.1208 24.4689 -0.27
C 13.3369 30.0141 24.9977 -0.08
H 9.2563 30.8115 22.1995 0.08
H 8.0811 30.3876 23.4390 0.06
H 9.2864 31.4333 23.8746 0.08
H 9.7483 29.1806 24.8030 0.11
H 9.9758 28.5578 23.1541 0.11
H 11.8536 28.5719 25.2963 0.11
H 12.6206 28.4632 23.6596 0.08
H 13.0110 31.0118 25.2917 0.09
H 14.1164 30.2459 24.2718 0.07
H 13.9041 29.4206 25.7147 0.08
C 4.0928 23.8128 24.4003 -0.07
C 5.1932 23.1678 25.1978 -0.27
O 5.4869 23.7869 26.4818 -0.19
C 4.6042 23.5264 27.5611 -0.29
C 5.0245 24.5428 28.5635 -0.08
H 3.0850 23.4409 24.5848 0.08
H 4.0027 24.8919 24.5249 0.06
H 4.3497 23.6445 23.3544 0.01
H 5.0039 22.1012 25.3189 0.11
H 6.1245 23.2273 24.6347 0.09
H 3.5635 23.6300 27.2538 0.12
H 4.8369 22.5158 27.8967 0.12
H 5.3196 25.5083 28.1526 0.08
H 5.9541 24.2291 29.0384 0.08
H 4.1895 24.5953 29.2621 0.08
C 8.4090 19.8922 25.6283 -0.05
C 8.1894 21.2449 26.4053 -0.20
O 9.4105 21.9517 26.1619 -0.17
C 9.5480 23.1698 26.8355 -0.32
C 10.9091 23.7057 26.6979 -0.09
H 9.0028 19.0857 26.0584 0.06
H 7.3935 19.5088 25.5292 0.06
H 8.8589 20.0176 24.6435 0.05
H 7.3807 21.7897 25.9181 0.09
H 8.0195 21.0929 27.4712 0.12
H 8.8791 23.9512 26.4747 0.12
H 9.4740 23.0534 27.9167 0.12
H 11.1297 23.7647 25.6321 0.06
H 11.6687 22.9951 27.0239 0.08
H 11.1828 24.6845 27.0916 0.09
C 17.4151 22.6813 24.0427 -0.06
C 17.1406 24.2359 24.1867 -0.20
O 15.7635 24.3164 24.6736 -0.21
C 15.2754 25.6530 25.0503 -0.24
C 13.8238 25.4939 25.0027 -0.09
H 17.2259 22.0498 24.9107 0.07
H 16.6761 22.3042 23.3357 0.06
H 18.4470 22.5399 23.7215 0.08
H 17.9519 24.5216 24.8562 0.11
H 17.3142 24.7380 23.2349 0.08
H 15.5586 25.9619 26.0565 0.12
H 15.6338 26.4486 24.3970 0.09
H 13.3762 25.3259 24.0231 0.07
H 13.3931 26.3845 25.4603 0.08
H 13.4593 24.6215 25.5450 0.07
```

Output
HOMO energy ... -9.22 eV
Max |F| ... 3.61 eV/A
Frontier orbital gap ... 7.1830 eV
Total energy ... -5602.52340 Eh

ORCA calculation (ωB97M-V with the def2-TZVPD basis set) on a single C5H8S2 molecule.

XYZ file:
```
15
Properties=species:S:1:pos:R:3:lowdin_charge:R:1
C 1.0814 -0.1130 -0.5763 -0.18
C 0.0721 -0.1223 0.2864 -0.44
C 0.0895 -0.8707 1.5532 -1.10
C 0.9369 0.7184 -1.8116 -0.11
C -1.2324 0.5556 -0.0407 -0.09
S 1.3016 -1.9886 1.7759 0.77
S -1.2340 -0.7276 2.7255 0.77
H 1.9607 -0.7095 -0.4659 0.07
H 0.0256 0.3604 -2.2056 0.04
H 0.7500 1.7828 -1.4685 0.09
H 1.7550 0.5255 -2.5873 0.10
H -2.0286 0.6453 0.6320 0.02
H -1.5824 -0.0310 -0.8695 0.08
H -1.0442 1.7072 -0.4200 0.14
H -0.8513 -1.7327 3.4722 -0.17
```

Output
HOMO energy (alpha / beta) ... -6.52 / -8.98 eV
Max |F| ... 4.29 eV/A
Frontier orbital gap (alpha / beta) ... 7.2491 / 6.5332 eV
Multiplicity ... 3
<S²> ... 2.022
Total energy ... -991.55455 Eh